No. 1
{"formula": "C3H3NO2", "method": "ωB97M-V/def2-TZVPD", "e_homo_ev": -9.933, "homo_lumo_gap_ev": 9.16, "total_energy_ev": -8740.80302, "fmax_ev_per_a": 4.37, "de_lowest_kj_mol": 417.6, "symbols": ["O", "C", "C", "O", "C", "N", "H", "H", "H"], "xyz": [[2.01943, -0.52002, -0.56496], [0.83554, -0.32896, -0.43721], [0.23559, 0.92824, 0.10462], [-1.14663, 0.68059, 0.26003], [-1.25944, -0.64593, 0.01062], [-0.21077, -1.30090, -0.30145], [1.39731, 0.31631, 1.19742], [0.39266, 1.91921, -0.35343], [-2.26369, -1.04855, 0.08438]]}

No. 2
{"formula": "C25H40IKN9O4SbSi3", "method": "ωB97M-V/def2-TZVPD", "e_homo_ev": -2.954, "total_charge": -2, "homo_lumo_gap_ev": 6.51, "total_energy_ev": -102775.20494, "fmax_ev_per_a": 0.52, "de_lowest_kj_mol": 2.1, "symbols": ["K", "O", "N", "N", "O", "C", "C", "C", "C", "C", "C", "H", "H", "H", "H", "H", "N", "C", "N", "C", "N", "I", "C", "C", "N", "N", "C", "H", "H", "H", "C", "N", "C", "C", "C", "O", "N", "C", "O", "H", "H", "H", "H", "H", "C", "Si", "C", "C", "Sb", "Si", "C", "C", "C", "Si", "C", "C", "C", "H", "H", "H", "H", "H", "H", "H", "H", "H", "H", "H", "H", "H", "H", "H", "H", "H", "H", "H", "H", "H", "H", "H", "H", "H", "H", "H"], "xyz": [[-0.68460, 1.66087, -0.13980], [-1.81166, 2.81336, -2.31123], [-2.98841, 2.52796, -1.92558], [-3.18497, 1.27339, -1.70631], [-2.31088, 0.32699, -1.85360], [-4.51061, 0.92739, -1.29453], [-5.29514, 1.81837, -0.57236], [-6.57348, 1.43627, -0.19835], [-7.06292, 0.17876, -0.52859], [-6.25737, -0.70904, -1.22831], [-4.97533, -0.34177, -1.60804], [-4.88818, 2.77730, -0.28804], [-7.18070, 2.12151, 0.37965], [-8.05954, -0.11478, -0.22178], [-6.62355, -1.69849, -1.47439], [-4.31484, -1.01469, -2.13479], [2.44892, 1.54802, -0.43405], [2.88315, 2.17356, 0.44795], [3.31828, 2.85255, 1.48204], [4.61275, 2.93839, 1.69681], [5.73479, 3.06625, 1.98041], [1.70448, 8.34457, -0.22017], [0.83120, 6.47826, -0.39247], [-0.07960, 6.08541, -1.34667], [-0.36179, 4.80079, -1.08057], [0.29742, 4.34556, -0.00968], [1.02606, 5.35637, 0.43044], [-0.52097, 6.61524, -2.17258], [-0.99507, 4.16289, -1.59364], [1.67341, 5.23003, 1.28281], [1.69047, 1.46700, 4.23567], [0.44169, 2.12460, 3.90274], [0.06992, 3.29529, 4.49357], [-1.04854, 3.94368, 4.13726], [-1.90017, 3.37214, 3.08548], [-2.93597, 3.94295, 2.72729], [-1.47673, 2.20889, 2.50902], [-0.33138, 1.60772, 2.84629], [0.10837, 0.59496, 2.26522], [2.08245, 1.91005, 5.15204], [2.42054, 1.60327, 3.43857], [1.52349, 0.40158, 4.38596], [0.74466, 3.66345, 5.25801], [-1.33441, 4.87690, 4.59979], [2.87318, -4.08352, 0.95645], [1.94019, -2.46153, 1.23533], [0.54155, -2.76946, 2.44580], [3.09323, -1.18020, 1.95492], [0.91972, -1.50356, -0.87768], [-0.81126, -3.27458, -1.38511], [-2.30422, -2.90653, -0.31332], [-0.30800, -5.07808, -1.11763], [-1.31989, -3.03448, -3.18127], [2.74731, -2.10231, -2.51147], [2.42530, -1.14857, -4.09787], [2.87407, -3.93168, -2.96915], [4.37420, -1.51352, -1.78363], [3.24222, -4.47735, 1.90894], [3.73489, -3.92023, 0.30635], [2.23935, -4.84094, 0.49267], [0.93317, -3.08268, 3.41906], [-0.14983, -3.53750, 2.09081], [-0.00381, -1.83126, 2.57710], [3.49595, -1.50540, 2.91906], [2.51324, -0.26732, 2.10170], [3.92451, -0.93982, 1.29068], [-2.08374, -3.01206, 0.75037], [-3.14545, -3.56292, -0.55925], [-2.60508, -1.87138, -0.49406], [-0.07073, -5.25229, -0.06551], [0.56944, -5.34809, -1.70730], [-1.13025, -5.74695, -1.39247], [-1.64223, -1.99662, -3.30554], [-2.14915, -3.69175, -3.45934], [-0.49026, -3.21983, -3.86618], [1.46666, -1.42976, -4.53726], [3.21218, -1.32588, -4.83708], [2.38620, -0.07963, -3.87923], [1.96332, -4.25372, -3.47951], [3.00970, -4.56169, -2.08987], [3.71747, -4.09499, -3.64796], [4.25908, -0.48560, -1.43045], [5.17838, -1.53722, -2.52557], [4.67419, -2.13294, -0.93697]]}

No. 3
{"formula": "C52H45ClIrN6O2P", "method": "ωB97M-V/def2-TZVPD", "e_homo_ev": [-15.256, -15.054], "multiplicity": 2, "total_charge": 3, "homo_lumo_gap_ev": [7.37, 4.97], "total_energy_ev": -92319.31109, "fmax_ev_per_a": 3.80, "de_lowest_kj_mol": 0.0, "symbols": ["Ir", "C", "C", "C", "C", "C", "C", "C", "N", "N", "C", "C", "C", "C", "C", "C", "N", "C", "C", "C", "C", "C", "C", "N", "H", "H", "H", "H", "H", "H", "H", "H", "H", "H", "H", "H", "H", "H", "H", "H", "H", "H", "H", "H", "Cl", "C", "C", "C", "C", "C", "C", "P", "C", "C", "C", "C", "C", "C", "C", "C", "C", "C", "C", "C", "H", "H", "H", "H", "H", "H", "H", "H", "H", "H", "H", "H", "H", "H", "O", "C", "N", "C", "C", "O", "N", "C", "C", "C", "C", "C", "C", "C", "C", "C", "C", "C", "C", "H", "H", "H", "H", "H", "H", "H", "H", "H", "H", "H"], "xyz": [[0.55222, -0.37030, -0.78453], [1.54342, -3.08071, -0.09815], [2.98150, -2.59846, -0.13057], [3.36646, -1.60143, -1.19702], [4.60806, -1.74170, -1.80271], [5.09460, -0.76592, -2.64985], [4.31239, 0.35758, -2.86569], [3.07008, 0.41637, -2.27891], [2.57482, -0.54828, -1.47731], [0.59287, -2.08243, 0.45094], [0.90133, -1.73894, 1.88350], [1.84371, -0.59921, 2.04281], [2.50609, -0.33615, 3.22966], [3.23544, 0.83706, 3.32481], [3.29321, 1.69033, 2.22956], [2.62318, 1.33577, 1.07708], [1.91261, 0.20387, 0.98864], [-0.77802, -2.67731, 0.50371], [-1.79472, -1.57946, 0.50967], [-2.96870, -1.63595, 1.23161], [-3.87566, -0.59359, 1.11370], [-3.57464, 0.47098, 0.27759], [-2.36706, 0.47181, -0.38976], [-1.49712, -0.54321, -0.28782], [1.48060, -3.98750, 0.51136], [1.18505, -3.32956, -1.09211], [3.62682, -3.47085, -0.22549], [3.24091, -2.15539, 0.83350], [5.19831, -2.61954, -1.57780], [6.06841, -0.86814, -3.10974], [4.64868, 1.17766, -3.48394], [2.44187, 1.27420, -2.45073], [1.23810, -2.64285, 2.39691], [-0.03872, -1.42213, 2.34248], [2.43556, -1.02466, 4.06117], [3.75386, 1.08459, 4.24159], [3.84640, 2.61773, 2.26842], [2.64285, 1.96199, 0.19679], [-0.87408, -3.29457, 1.39794], [-0.91932, -3.32774, -0.35984], [-3.16454, -2.47821, 1.88118], [-4.80112, -0.61060, 1.67387], [-4.25616, 1.30042, 0.15285], [-2.07470, 1.29616, -1.02322], [0.03329, 1.59846, -2.40385], [-0.74410, 0.92629, -3.82683], [-1.24691, 1.82648, -4.75048], [-1.88007, 1.32102, -5.87443], [-2.00556, -0.05295, -6.05445], [-1.48946, -0.92751, -5.11661], [-0.84253, -0.44363, -3.97420], [-0.09768, -1.61049, -2.80150], [-1.41563, -2.85992, -2.68052], [-2.72245, -2.40106, -2.47903], [-3.77676, -3.29430, -2.40636], [-3.54787, -4.65867, -2.53833], [-2.25989, -5.12241, -2.75621], [-1.19763, -4.23092, -2.82431], [1.30907, -2.27400, -3.77133], [1.92763, -3.51285, -3.55976], [2.95680, -3.94381, -4.37971], [3.41336, -3.13918, -5.41413], [2.84068, -1.89335, -5.61136], [1.80398, -1.46228, -4.79717], [-1.14195, 2.89186, -4.59691], [-2.27491, 2.00474, -6.61367], [-2.50774, -0.43992, -6.93036], [-1.57811, -1.99554, -5.27158], [-2.92878, -1.34036, -2.41983], [-4.78321, -2.92384, -2.26320], [-4.37488, -5.35458, -2.49508], [-2.07770, -6.17959, -2.89429], [-0.21644, -4.62538, -3.02843], [1.61820, -4.18245, -2.77148], [3.39673, -4.91828, -4.21379], [4.20668, -3.48468, -6.06343], [3.18684, -1.25455, -6.41310], [1.37170, -0.48981, -4.98945], [0.19550, 2.33489, 0.21851], [-0.32422, 2.29455, 1.33558], [-0.60223, 3.39928, 2.08152], [-1.04482, 3.07967, 3.41459], [-1.09576, 1.36889, 3.21548], [-1.45894, 0.66202, 4.10957], [-0.66445, 1.13828, 1.99177], [-2.42289, 3.49430, 3.71338], [-3.04327, 3.08761, 4.92037], [-4.28483, 3.56418, 5.25475], [-4.94866, 4.44739, 4.39467], [-4.35713, 4.84904, 3.19269], [-3.12410, 4.35743, 2.83772], [-0.00901, 3.39976, 4.49487], [0.70976, 4.58699, 4.35383], [1.59444, 4.99143, 5.34079], [1.78537, 4.20926, 6.47082], [1.08118, 3.02363, 6.60885], [0.18755, 2.61726, 5.62658], [-0.26337, 4.30408, 1.80225], [-2.53353, 2.39674, 5.57564], [-4.75391, 3.25663, 6.17899], [-5.93374, 4.81149, 4.65568], [-4.86552, 5.55458, 2.55006], [-2.66713, 4.67190, 1.91067], [0.56432, 5.23503, 3.49872], [2.12362, 5.92849, 5.23070], [2.48086, 4.52289, 7.23735], [1.22637, 2.40548, 7.48474], [-0.34096, 1.68260, 5.74790]]}

No. 4
{"formula": "C3H7NO", "method": "ωB97M-V/def2-TZVPD", "e_homo_ev": -9.619, "homo_lumo_gap_ev": 10.28, "total_energy_ev": -6760.21006, "fmax_ev_per_a": 4.44, "de_lowest_kj_mol": 245.1, "symbols": ["C", "N", "C", "C", "O", "H", "H", "H", "H", "H", "H", "H"], "xyz": [[-1.83622, 0.12202, -0.27842], [-0.69962, -0.71714, 0.32140], [0.58753, -0.22809, 0.01089], [0.79175, 1.36243, 0.07520], [1.52437, -0.95525, -0.24420], [-1.98147, 1.14990, 0.14359], [-1.82307, 0.16490, -1.42770], [-2.68942, -0.36028, 0.19269], [-0.88299, -0.81988, 1.38470], [0.59809, 1.83735, -0.88473], [0.17760, 1.52363, 1.02981], [2.04528, 1.62818, 0.41938]]}

No. 5
{"formula": "C12H17Br4IrO9P3", "method": "ωB97M-V/def2-TZVPD", "e_homo_ev": [-8.244, -8.243], "multiplicity": 2, "homo_lumo_gap_ev": [5.49, 5.49], "total_energy_ev": -342025.90222, "fmax_ev_per_a": 4.37, "de_lowest_kj_mol": 368.5, "symbols": ["Ir", "O", "P", "O", "O", "O", "P", "O", "O", "O", "H", "H", "Br", "C", "C", "Br", "C", "Br", "C", "O", "C", "O", "C", "Br", "C", "C", "P", "C", "C", "C", "C", "H", "H", "H", "H", "H", "H", "H", "H", "H", "H", "H", "H", "H", "H", "H"], "xyz": [[-1.19805, -1.80726, -0.80562], [-2.21716, -3.65693, 0.30414], [-1.03210, -4.51588, -0.46568], [-1.30168, -5.94202, -0.51311], [-0.81034, -3.65650, -1.71698], [0.12968, -4.11379, 0.57846], [1.39758, -3.20296, 0.17326], [2.09587, -3.08278, 1.61055], [2.26213, -3.76682, -0.85712], [0.84194, -1.75963, -0.07453], [-3.09152, -3.98233, 0.04559], [2.47641, -3.93751, 1.84527], [-4.63430, 4.38906, -1.20375], [-4.22730, 2.55559, -1.15343], [-5.24862, 1.59320, -1.35423], [-7.02938, 2.14632, -1.56897], [-4.93486, 0.25269, -1.36787], [-6.21825, -1.08752, -1.66256], [-3.60836, -0.17839, -1.15749], [-3.23522, -1.40146, -1.18941], [-2.60904, 0.76725, -0.87648], [-1.43100, 0.28514, -0.60521], [-2.93379, 2.13881, -0.92383], [-1.54505, 3.37266, -0.60556], [3.42476, -0.24916, 2.32489], [3.17134, 0.12499, 0.86374], [1.41362, 0.40488, 0.47402], [0.79859, 1.66889, 1.65135], [1.53635, 3.00871, 1.63894], [1.36652, 1.07728, -1.22125], [2.58929, 1.90390, -1.63111], [4.49266, -0.39082, 2.48616], [2.91059, -1.17352, 2.57437], [3.08489, 0.53466, 3.00295], [3.51011, -0.67307, 0.19870], [3.70654, 1.04207, 0.60887], [0.85173, 1.20636, 2.63882], [-0.25431, 1.80855, 1.40805], [2.60516, 2.88402, 1.81457], [1.13848, 3.63723, 2.43658], [1.38052, 3.53433, 0.69785], [0.45996, 1.67338, -1.28027], [1.24700, 0.22298, -1.89069], [2.77216, 2.72819, -0.94269], [2.40985, 2.32723, -2.61924], [3.48659, 1.28998, -1.69003]]}

No. 6
{"formula": "CH7N2O", "method": "ωB97M-V/def2-TZVPD", "e_homo_ev": [-21.733, -21.723], "multiplicity": 2, "total_charge": 2, "homo_lumo_gap_ev": [9.96, 5.88], "total_energy_ev": -6154.81617, "fmax_ev_per_a": 3.42, "de_lowest_kj_mol": 291.2, "symbols": ["O", "H", "H", "H", "N", "C", "N", "H", "H", "H", "H"], "xyz": [[1.44902, -1.18676, -0.02902], [-0.23308, -0.80267, -0.89894], [1.35385, -2.09133, 0.30930], [2.16780, -1.25218, -0.67920], [-1.08819, -0.18999, -0.71788], [-0.62549, 0.43850, 0.54393], [-0.05738, 1.55453, 0.43630], [-1.28677, 0.55607, -1.39968], [-1.97286, -0.73158, -0.65731], [-0.68819, -0.28158, 1.39841], [0.68534, 1.70887, 1.16919]]}

No. 7
{"formula": "C5H9N3", "method": "ωB97M-V/def2-TZVPD", "e_homo_ev": -8.719, "homo_lumo_gap_ev": 9.40, "total_energy_ev": -9797.33512, "fmax_ev_per_a": 6.17, "de_lowest_kj_mol": 398.7, "symbols": ["H", "N", "C", "N", "N", "C", "C", "C", "C", "H", "H", "H", "H", "H", "H", "H", "H"], "xyz": [[-0.25427, -2.76024, -0.30432], [0.39596, -2.08267, 0.14106], [0.15549, -0.90169, -0.36389], [-0.33611, -0.80326, -1.60166], [-0.97443, 0.18064, -2.32080], [-1.27307, 1.25018, -1.66311], [0.41399, 0.33972, 0.39465], [1.52428, 0.22543, 1.42233], [0.14174, 0.46180, 1.84621], [-0.58858, -1.64972, -2.20008], [-1.36578, 1.31082, -0.65200], [-1.83638, 1.89807, -2.39834], [0.36094, 1.14674, -0.24923], [1.93570, -0.83473, 1.53646], [2.24029, 1.04881, 1.54286], [-0.19837, 1.46888, 2.33367], [-0.34142, -0.29878, 2.53620]]}

No. 8
{"formula": "C17H38F13IN3O9P3SSb", "method": "ωB97M-V/def2-TZVPD", "e_homo_ev": -3.627, "total_charge": -1, "homo_lumo_gap_ev": 3.70, "total_energy_ev": -129805.42296, "fmax_ev_per_a": 6.75, "symbols": ["N", "C", "N", "N", "C", "C", "C", "C", "Sb", "C", "C", "C", "F", "F", "C", "F", "F", "C", "F", "F", "C", "F", "F", "S", "F", "F", "F", "F", "F", "P", "O", "I", "H", "H", "H", "H", "H", "H", "H", "H", "H", "H", "H", "H", "H", "H", "H", "H", "H", "H", "H", "H", "C", "O", "P", "O", "O", "C", "O", "C", "H", "H", "H", "H", "H", "H", "H", "H", "H", "C", "O", "P", "O", "O", "C", "O", "C", "H", "H", "H", "H", "H", "H", "H", "H", "H"], "xyz": [[8.04163, 2.30427, 2.44824], [7.80047, 3.06714, 1.46027], [7.65306, 4.45641, 1.69627], [7.72020, 2.66009, 0.12627], [6.51810, 3.14276, -0.60026], [5.74999, 1.93870, -1.16888], [4.88259, 1.27680, -0.06568], [4.37190, -0.07405, -0.60401], [2.66404, -0.97391, 0.47958], [1.26532, 0.66583, -0.12407], [0.18041, 0.89647, 0.96181], [0.16287, 2.27942, 1.59378], [-0.18309, 2.21062, 2.89931], [1.44296, 2.75219, 1.60333], [-0.64448, 3.37688, 0.85980], [-0.03346, 3.67451, -0.30078], [-0.64131, 4.48392, 1.63017], [-2.11823, 2.95368, 0.47638], [-2.54831, 2.14676, 1.45802], [-2.02052, 2.29210, -0.68389], [-3.04564, 4.19173, 0.36957], [-3.34292, 4.55443, 1.62007], [-2.45552, 5.23334, -0.20674], [-4.69572, 3.90098, -0.54334], [-5.53032, 4.16227, 0.79382], [-4.72094, 2.35402, -0.24956], [-3.99550, 3.73352, -1.94143], [-4.79505, 5.47430, -0.80917], [-6.09574, 3.75036, -1.28350], [3.28211, 0.20197, 2.69404], [2.13470, -0.30595, 3.80195], [5.43003, -0.70822, 3.49984], [8.15671, 1.34839, 2.11661], [8.03620, 4.62045, 2.61843], [6.67280, 4.70368, 1.76267], [7.72992, 1.65044, 0.09503], [5.84572, 3.63966, 0.09898], [6.80255, 3.81890, -1.40725], [6.42018, 1.15235, -1.52852], [5.11567, 2.26991, -1.99224], [4.06180, 1.96296, 0.15441], [5.52377, 1.10836, 0.80069], [5.20418, -0.77840, -0.49483], [4.14987, -0.04524, -1.67506], [1.32526, -1.82280, 1.29900], [3.71930, -2.30324, 0.98635], [2.29495, -1.89461, -0.98282], [1.75964, 1.57689, -0.45723], [0.74195, 0.26282, -0.99387], [0.38697, 0.19758, 1.78094], [-0.78383, 0.58411, 0.57007], [1.79545, -1.16490, 3.50521], [5.91181, -6.60024, -1.06666], [4.69210, -6.23142, -0.38235], [3.30864, -5.87022, -1.27429], [2.83436, -4.65709, -0.57552], [2.56946, -7.23527, -0.71916], [3.23030, -8.48843, -0.83539], [2.40899, -5.85873, -2.66874], [1.01028, -6.08220, -2.53582], [6.70868, -5.93058, -0.74601], [6.17969, -7.62340, -0.79619], [5.81585, -6.53748, -2.15095], [3.75570, -8.71410, 0.09469], [3.94409, -8.50197, -1.66357], [2.48025, -9.25901, -1.00910], [0.60761, -5.55119, -1.67409], [0.79875, -7.14854, -2.45420], [0.54565, -5.70437, -3.44559], [-9.73650, 3.39876, 0.00712], [-10.45366, 2.23194, 0.45967], [-10.56747, 0.81358, -0.45964], [-12.00398, 0.51445, -0.23103], [-9.58710, 0.00749, 0.56325], [-8.27191, 0.50802, 0.83162], [-10.22585, -0.14211, -1.76369], [-10.22916, -1.55053, -1.54851], [-10.41040, 4.25436, 0.00635], [-8.90940, 3.59621, 0.69016], [-9.33746, 3.25924, -0.99682], [-8.30584, 1.13438, 1.72383], [-7.86170, 1.08164, -0.00301], [-7.61495, -0.33691, 1.02569], [-11.05914, -1.84944, -0.90994], [-9.28410, -1.87227, -1.11266], [-10.33622, -2.01524, -2.52731]]}